*a*
Entry from OMol25: a cluster of 2 separate species, C6H11NO in total (ωB97M-V/def2-TZVPD).

Geometry as XYZ:
```
19
Properties=species:S:1:pos:R:3
C 0.7025 -0.3604 -1.1132
C 0.4232 -1.1476 2.1108
C 0.6088 0.3136 1.7048
C 1.3031 0.3597 -2.1836
C -0.6330 -0.9942 -0.8868
C -0.6037 1.2119 2.0350
N 1.4663 0.5567 0.6340
O 1.2177 -0.2712 2.8454
H -0.5315 -1.4459 2.6147
H 0.9252 -1.9011 1.3508
H 0.7131 1.2694 -2.0817
H 2.3596 0.4942 -2.0149
H 1.0609 -0.0284 -3.1587
H -0.8920 -0.9903 0.1593
H -0.5168 -2.0116 -1.1410
H -1.4804 -0.7616 -1.4779
H -1.4650 0.6218 1.9687
H -0.7212 1.9774 1.3418
H -0.4935 1.5293 3.1081
```

## Properties
Net charge: 0
Multiplicity: 1

*b*
Entry from OMol25: a cluster of 2 separate species, C6H11NO in total (ωB97M-V/def2-TZVPD).

Geometry as XYZ:
```
19
Properties=species:S:1:pos:R:3
C -0.8349 -2.1565 0.3213
C -0.4308 -1.2405 1.3168
N -1.2825 -0.3812 1.8272
O -1.0670 0.4795 2.7578
H -1.8531 -2.2259 0.0222
H -0.2998 -3.1525 0.4941
H -0.3926 -1.8904 -0.6742
H 0.6177 -1.3204 1.4296
H -2.2719 -0.4196 1.5744
C 1.6495 0.0550 -2.3790
C 0.8237 0.8726 -1.4185
C 0.3802 1.5811 -0.5189
C -0.0874 2.4662 0.5630
H 1.1413 -0.3065 -3.1995
H 1.9521 -0.7791 -1.8573
H 2.4479 0.6659 -2.8205
H 0.4390 3.4106 0.5672
H 0.2161 1.8516 1.3883
H -1.1475 2.4899 0.6061
```

## Properties
Net charge: 0
Multiplicity: 1
SMILES: C/C=[NH+]/[O-].CC#CC

*c*
Entry from OMol25: the molecule C6H11NO (ωB97M-V/def2-TZVPD).

Geometry as XYZ:
```
19
Properties=species:S:1:pos:R:3
C -1.1889 -1.6172 -1.6719
C -0.3720 -0.9424 -0.6557
C -0.2828 -1.5480 0.6568
N -0.0479 0.4196 -0.9451
C 0.6317 1.2131 -0.0299
C -0.3128 2.1518 0.8039
C 1.8196 0.7442 0.5674
O 1.8194 1.7666 -0.4852
H -2.1621 -1.9657 -1.3776
H -1.3888 -0.7906 -2.4412
H -0.5649 -2.3355 -2.1367
H -0.9927 -1.2752 1.3593
H 0.7555 -1.4206 1.0001
H -0.5671 -2.6096 0.5858
H -0.4120 3.1027 0.1463
H 0.1342 2.4033 1.7679
H -1.2681 1.7990 1.0384
H 2.0711 1.0815 1.5881
H 2.3285 -0.1773 0.2291
```

## Properties
Net charge: 0
Multiplicity: 1
SMILES: CC(C)=N[C@@]1(C)CO1

Most stable pick: *c*. Distance to second place: 1.980 eV.

*a*
Entry from OMol25: the molecule C6H11NO (ωB97M-V/def2-TZVPD).

Geometry as XYZ:
```
19
Properties=species:S:1:pos:R:3
C -0.6978 -1.3655 3.5160
N -0.0005 -2.0202 2.7046
C -0.0054 -1.7639 1.3135
C -0.4368 -0.6519 0.7350
C -0.2755 -0.3147 -0.7164
C 0.6647 0.8997 -0.8434
C 0.7587 1.4618 -2.2421
O -0.5386 1.9112 -2.6296
H -1.5018 -0.6627 3.2725
H -0.5668 -1.5128 4.5789
H 0.4116 -2.5835 0.7509
H -0.7622 0.1772 1.3666
H 0.1162 -1.1881 -1.2184
H -1.2344 -0.0596 -1.1698
H 1.6615 0.6374 -0.5007
H 0.2188 1.6611 -0.2059
H 1.1967 0.7739 -2.9803
H 1.4684 2.3049 -2.2088
H -0.4767 2.2957 -3.5226
```

## Properties
Net charge: 0
Multiplicity: 1
SMILES: C=N/C=C/CCCO

*b*
Entry from OMol25: a structure of composition C6H11NO (ωB97M-V/def2-TZVPD).

Geometry as XYZ:
```
19
Properties=species:S:1:pos:R:3
C -1.4567 0.6916 -0.3921
C -0.4351 0.1380 -1.5285
C 0.8275 0.2423 -0.7817
C 1.1052 -1.0777 -0.1025
C 1.2652 -0.4508 1.2221
C -0.6247 1.3170 0.8371
H -1.4310 -0.9854 1.2196
H -2.1716 1.2260 -0.8335
H -0.2971 0.9536 -2.3522
H -0.8726 -0.8688 -2.0770
H 1.7339 0.3551 -1.4774
H 2.1457 -1.7211 -0.2707
H 0.2462 -1.8943 -0.2483
H 2.2882 -0.2153 1.7663
H 0.5089 -1.0075 1.8419
H -0.3622 2.2981 0.7978
H -1.0294 0.8470 1.8370
N 0.8155 0.7758 0.4746
O -2.2560 -0.6236 0.0675
```

## Properties
Net charge: 0
Multiplicity: 1

*c*
Entry from OMol25: a cluster of 2 separate species, C6H11NO in total (ωB97M-V/def2-TZVPD).

Geometry as XYZ:
```
19
Properties=species:S:1:pos:R:3
C 1.0732 1.7665 -0.1776
C -0.1446 0.8282 -0.0915
C -1.2266 0.8690 -0.8676
N -2.0359 -0.2222 -0.4887
C -1.4327 -0.9614 0.5100
C -0.2137 -0.3017 0.8129
C 0.7886 -0.7890 1.7662
H 1.1031 2.2846 0.7348
H 1.9808 1.2553 -0.3046
H 0.8112 2.5050 -0.9005
H -1.6644 1.5851 -1.6256
H -2.9207 -0.5832 -0.8926
H -1.9510 -2.0344 0.8254
H 0.4518 -1.6942 2.2542
H 0.9157 0.0229 2.5134
H 1.7661 -0.9297 1.3883
O 1.2761 -1.4513 -1.8358
H 0.7117 -1.1740 -2.5414
H 0.7111 -0.9755 -1.0793
```

## Properties
Net charge: 0
Multiplicity: 1
SMILES: Cc1c[nH]cc1C.O

*d*
Entry from OMol25: the molecule C6H11NO (ωB97M-V/def2-TZVPD).

Geometry as XYZ:
```
19
Properties=species:S:1:pos:R:3
C -0.7167 0.6833 1.3993
C -0.9254 1.0386 -1.0186
C 2.0776 0.2720 -0.3169
N -0.5552 0.1050 0.0572
C 1.0384 -0.7493 -0.0634
C -1.3600 -1.2677 -0.0684
C 0.7414 -1.9863 0.0649
O -2.1691 -1.6322 0.7406
H -1.3703 -1.5489 -1.1248
H 1.4331 -2.8077 0.1836
H -1.7541 0.9776 1.5718
H -0.0677 1.5539 1.4928
H -0.4316 -0.0610 2.1396
H -1.9346 1.4404 -0.8851
H -0.2188 1.8681 -1.0450
H -0.8835 0.5280 -1.9811
H 3.0514 -0.2223 -0.2917
H 2.0818 1.0615 0.4407
H 1.9632 0.7470 -1.2956
```

## Properties
Net charge: 0
Multiplicity: 1

Most stable pick: *c*. Distance to second place: 0.716 eV.

*a*
Entry from OMol25: the molecule C6H11NO (ωB97M-V/def2-TZVPD).

Geometry as XYZ:
```
19
Properties=species:S:1:pos:R:3
C 2.3767 -0.1979 -0.9467
C 2.0003 -0.1007 0.3281
C 0.8543 0.7565 0.7539
C -0.5409 0.0975 0.6599
C -1.5901 1.1488 0.3092
N -0.5878 -0.9243 -0.4137
C -1.6830 -1.7054 -0.6215
O -1.7083 -2.5793 -1.4580
H 2.0576 0.5948 -1.6193
H 3.0723 -0.9366 -1.3173
H 2.5566 -0.6366 1.0923
H 0.8836 1.7257 0.2375
H 0.9815 1.1415 1.7711
H -0.6652 -0.4526 1.5916
H -2.5727 0.7812 0.0203
H -1.8377 1.7982 1.1606
H -1.1927 1.7647 -0.4780
H 0.0836 -0.8191 -1.1565
H -2.4881 -1.4565 0.0867
```

## Properties
Net charge: 0
Multiplicity: 1
SMILES: C=CC[C@@H](C)NC=O

*b*
Entry from OMol25: the molecule C6H11NO (ωB97M-V/def2-TZVPD).

Geometry as XYZ:
```
19
Properties=species:S:1:pos:R:3
C -2.3804 -0.3251 0.7347
C -1.3736 -0.3224 -0.3627
C -0.4294 0.8157 -0.3691
O 0.6580 1.4596 -1.0288
C 1.7259 1.1454 -0.0799
C 1.2879 -0.0822 0.7849
C 0.1364 -0.5276 -0.1051
N 0.6322 -1.2449 -1.2845
H -2.0534 0.3417 1.5826
H -3.3432 0.0406 0.3737
H -2.5138 -1.2860 1.1883
H -1.6610 -0.8667 -1.3009
H -0.6030 1.4236 0.4987
H 1.9658 2.0286 0.5381
H 2.5047 0.8439 -0.7564
H 2.0282 -0.8826 0.8002
H 1.0069 0.1517 1.8270
H 1.2117 -2.0399 -1.0894
H 1.2000 -0.6734 -1.9515
```

## Properties
Net charge: 0
Multiplicity: 1
SMILES: C[C@H]1[C@@H]2OCC[C@@]12N

Most stable pick: *a*. Distance to second place: 3.299 eV.

*a*
Entry from OMol25: a cluster of 3 separate species, C4H13NO3 in total (ωB97M-V/def2-TZVPD).

Geometry as XYZ:
```
21
Properties=species:S:1:pos:R:3
C -2.3391 -0.2996 0.7828
C -1.2338 0.7438 0.5371
C -0.0922 0.3514 -0.3677
O 1.0938 0.6571 -0.1724
N -0.3700 -0.5034 -1.3591
C 0.7077 -0.9240 -2.3133
H -1.9586 -1.2053 1.2428
H -3.0781 0.1293 1.4769
H -3.0733 -0.2991 -0.0270
H -0.8520 0.7959 1.5766
H -1.7575 1.7168 0.4317
H -1.2911 -0.8405 -1.6215
H 1.0501 -1.8323 -1.7992
H 1.4481 -0.1198 -2.4437
H 0.2195 -1.1512 -3.2816
O 0.7515 -0.9032 2.2351
H 1.6098 -1.3326 2.3441
H 0.7333 -0.4895 1.3461
O 3.1658 1.9810 0.5465
H 2.7634 1.2050 0.9264
H 2.5026 2.3200 -0.0605
```

## Properties
Net charge: 0
Multiplicity: 1
SMILES: CCC(=O)NC.O.O

*b*
Entry from OMol25: a cluster of 3 separate species, C4H13NO3 in total (ωB97M-V/def2-TZVPD).

Geometry as XYZ:
```
21
Properties=species:S:1:pos:R:3
C -0.8641 -2.1929 0.7692
N -0.9703 -0.8725 0.1478
C -1.5989 -0.0341 1.0992
C -0.8620 0.7623 2.2506
C 0.4837 1.3263 1.7382
O 0.9910 1.1480 0.6635
H -0.2181 -2.7579 0.0514
H -1.8055 -2.6800 0.9212
H -0.3569 -2.0671 1.7879
H 0.0055 -0.6172 -0.1166
H -2.3572 -0.6989 1.5845
H -2.1439 0.6896 0.4931
H -1.4329 1.5038 2.8294
H -0.6794 -0.1505 3.0479
H 1.0261 1.9589 2.5233
O 0.6175 1.4682 -2.6041
H 0.9749 0.7076 -3.1319
H 1.0233 1.6791 -1.8238
O 1.7004 -1.1083 -3.0045
H 1.0099 -1.5071 -2.4864
H 2.3229 -1.1868 -2.2969
```

## Properties
Net charge: 0
Multiplicity: 1
SMILES: CNCCC=O.O.O

*c*
Entry from OMol25: a structure of composition C4H13NO3 (ωB97M-V/def2-TZVPD).

Geometry as XYZ:
```
21
Properties=species:S:1:pos:R:3
C 1.8853 0.7448 0.8546
C 0.7864 -1.3433 1.0278
O 2.0390 0.8264 -0.3687
O 1.0558 1.6190 1.5267
O 1.4371 -1.9417 -0.0935
H 0.7413 2.2521 0.8610
H 0.0235 0.8556 -0.9701
H 1.9308 -1.2331 -0.5365
H 2.6440 0.3391 1.5294
H 1.3756 -1.4489 1.9445
H -0.1173 -1.9424 1.2183
C -1.1451 -0.7233 -1.5618
C -1.8245 1.1052 -0.0655
N -0.7173 0.2762 -0.5633
H -0.0540 -0.3673 0.3589
H -1.5781 -0.2398 -2.4412
H -1.8889 -1.3750 -1.1041
H -0.2830 -1.3348 -1.8146
H -2.3396 1.6168 -0.8832
H -1.4363 1.8502 0.6254
H -2.5349 0.4640 0.4561
```

## Properties
Net charge: 0
Multiplicity: 1

*d*
Entry from OMol25: a cluster of 4 separate species, C4H13NO3 in total (ωB97M-V/def2-TZVPD).

Geometry as XYZ:
```
21
Properties=species:S:1:pos:R:3
O 3.6773 0.2239 -0.0336
C 2.4321 0.1789 0.6476
C 1.6149 -0.8414 0.2766
C 0.0507 -0.9489 0.3958
C -0.5541 0.2098 1.3143
N -1.8444 -0.3266 1.8144
H 2.6819 2.2828 -1.8495
H 2.3046 2.0580 -1.2118
H 2.0799 -1.8533 -0.2512
H -0.0069 -1.8669 0.9442
H -0.4055 -0.9445 -0.5959
H 0.2354 0.4778 1.9425
H -0.7892 1.0327 0.6288
H -2.3072 -0.5724 0.9703
H -2.2905 0.5062 2.2845
H 3.5788 -0.5743 -0.5733
H -1.3353 1.1576 -2.3830
O -1.2613 1.2272 -1.4423
H -1.8349 0.4630 -1.1628
H -3.2153 -1.3438 -0.9483
O -2.8109 -0.5457 -0.7673
```

## Properties
Net charge: 0
Multiplicity: 1

Most stable pick: *a*. Distance to second place: 1.676 eV.

*a*
Entry from OMol25: a cluster of 3 separate species, C4H13NO3 in total (ωB97M-V/def2-TZVPD).

Geometry as XYZ:
```
21
Properties=species:S:1:pos:R:3
C 1.2818 0.2600 1.7464
C 0.5300 1.5185 1.2730
N -0.5628 1.8969 2.1435
O 0.0588 1.3512 -0.0345
H 2.0908 0.0314 1.0578
H 1.6970 0.4190 2.7388
H 0.5976 -0.5878 1.7789
H 1.2289 2.3640 1.2290
H -0.2245 2.1737 3.0558
H -1.2068 1.1187 2.2585
H -0.7682 0.8365 -0.0117
C 0.6344 -1.0064 -2.2897
C -0.0753 -2.1446 -1.6475
O -1.0929 -2.6518 -2.0424
H 0.5762 -0.1403 -1.6202
H 0.1912 -0.7566 -3.2500
H 1.6852 -1.2537 -2.4125
H 0.4154 -2.5153 -0.7252
O -2.2391 -0.2149 -0.7275
H -2.2818 -1.0972 -1.1213
H -2.5361 0.3987 -1.3992
```

## Properties
Net charge: 0
Multiplicity: 1
SMILES: C[C@H](N)O.CC=O.O

*b*
Entry from OMol25: a cluster of 2 separate species, C4H13NO3 in total (ωB97M-V/def2-TZVPD).

Geometry as XYZ:
```
21
Properties=species:S:1:pos:R:3
C -0.9995 1.5207 0.3763
C 0.4498 1.5227 -0.1233
O 1.5272 1.5992 0.8072
C 0.7766 0.3777 -1.1018
N 2.1273 0.3748 -1.6718
C 0.5902 -1.0391 -0.5192
O -0.7538 -1.4836 -0.4053
H -1.0254 2.5207 0.7591
H -1.7087 1.4176 -0.4355
H -1.1468 0.8209 1.1936
H 0.6591 2.4231 -0.7073
H 1.4639 0.9781 1.5415
H 0.0706 0.3157 -1.9403
H 2.6864 -0.3042 -1.1679
H 2.6282 1.2319 -1.4536
H 1.1469 -1.1444 0.4160
H 0.9045 -1.7080 -1.3128
H -1.2378 -1.1232 0.3402
O -2.9810 -2.2216 1.9983
H -3.7554 -1.9640 1.4921
H -3.0768 -3.1804 2.0274
```

## Properties
Net charge: 0
Multiplicity: 1
SMILES: C[C@@H](O)[C@@H](N)CO.O

Most stable pick: *a*. Distance to second place: 0.623 eV.

*a*
Entry from OMol25: a cluster of 2 separate species, CH4NO2 in total (ωB97M-V/def2-TZVPD).

Geometry as XYZ:
```
8
Properties=species:S:1:pos:R:3
O 1.3731 -1.7993 -0.7327
H 1.8853 -0.9882 -0.8467
C 0.1146 0.9300 0.8405
N -1.1459 1.3377 0.1330
O 0.1139 -0.2572 1.1591
H 0.7179 -1.4295 -0.0999
H -1.9919 0.8456 0.4241
H -1.0669 1.3608 -0.8774
```

## Properties
Net charge: -1
Multiplicity: 1

*b*
Entry from OMol25: a cluster of 2 separate species, CH4NO2 in total (ωB97M-V/def2-TZVPD).

Geometry as XYZ:
```
8
Properties=species:S:1:pos:R:3
N -0.8264 1.1078 -1.0588
H -0.6032 0.4770 -1.8110
H -1.7183 1.5603 -1.1630
H -0.7153 0.5723 -0.1961
O 1.3488 -1.1324 -0.1160
C 0.9575 -0.9270 1.0427
O -0.1311 -0.4602 1.4467
H 1.6880 -1.1978 1.8555
```

## Properties
Net charge: -1
Multiplicity: 1

Most stable pick: *b*. Distance to second place: 2.221 eV.